# 1
DFT (ωB97M-V/def2-TZVPD) results for a molecular structure, C35H83AgF6N4O13.

Each line ends with the Mulliken charge.
Positions of all 142 atoms, in Å:
1 Ag -18.069 4.569 17.389  0.4115
2 C -12.907 1.461 23.102  1.1312
3 O -13.447 2.271 24.174  -0.4883
4 O -11.565 1.782 23.064  -0.9326
5 C -13.104 -0.127 23.379  0.6216
6 F -12.391 -0.978 22.600  -0.2800
7 F -12.866 -0.490 24.631  -0.2995
8 F -14.413 -0.448 23.198  -0.2726
9 C -14.866 2.441 24.207  0.5011
10 C -15.196 3.557 25.082  -1.1381
11 H -14.798 3.398 26.086  0.4922
12 H -14.719 4.479 24.752  0.1667
13 H -16.279 3.630 25.186  0.1923
14 H -15.394 1.572 24.605  0.3596
15 H -15.255 2.772 23.241  -0.2753
16 H -13.350 1.670 22.123  -0.7078
17 C -21.738 3.794 18.072  -0.2224
18 O -21.643 2.845 19.135  -0.3382
19 O -20.511 4.036 17.437  -0.7111
20 C -23.035 3.450 17.167  0.6269
21 F -22.809 2.501 16.226  -0.2042
22 F -24.054 3.063 17.959  -0.2550
23 F -23.545 4.467 16.383  -0.3187
24 C -21.445 1.432 18.868  1.0386
25 C -21.163 0.766 20.220  -0.9908
26 H -21.909 1.035 20.967  0.3877
27 H -21.041 -0.315 20.150  0.3745
28 H -20.227 1.191 20.585  -0.1463
29 H -20.729 1.205 18.078  -0.6408
30 H -22.403 1.051 18.510  0.3481
31 H -22.038 4.693 18.613  0.2712
32 C -15.863 1.709 20.877  -0.8080
33 C -16.277 1.559 19.370  0.6989
34 C -17.018 0.241 19.092  -1.3517
35 O -16.893 2.721 18.883  0.4165
36 H -15.242 2.603 20.930  -0.5292
37 H -15.323 0.848 21.270  0.7397
38 H -16.788 1.726 21.456  0.0469
39 H -15.337 1.339 18.854  -0.4563
40 H -16.283 -0.526 19.340  0.5322
41 H -17.266 -0.016 18.061  -0.1431
42 H -17.900 0.178 19.731  0.0174
43 C -21.107 5.671 13.234  -0.6963
44 O -20.513 4.402 13.129  -0.4023
45 C -21.359 3.368 13.578  -0.3745
46 C -20.581 2.136 14.140  -0.8195
47 N -19.450 2.580 15.124  0.3790
48 H -18.777 3.106 14.579  0.5244
49 H -19.858 3.294 15.720  0.2197
50 C -18.651 1.432 15.854  0.9472
51 C -18.076 0.433 14.797  -0.6435
52 O -19.086 -0.307 14.023  -0.3311
53 C -18.490 -1.212 13.128  -0.7741
54 H -21.855 5.792 14.017  0.3041
55 H -21.479 6.047 12.280  0.3134
56 H -20.265 6.351 13.375  0.2383
57 H -21.946 2.952 12.757  0.4699
58 H -22.017 3.601 14.415  0.0893
59 H -20.035 1.587 13.375  0.5303
60 H -21.184 1.532 14.817  0.4336
61 H -19.369 0.930 16.502  -0.4609
62 H -17.937 1.947 16.499  -0.7328
63 H -17.457 -0.307 15.306  0.3921
64 H -17.339 0.971 14.197  0.3723
65 H -17.925 -0.734 12.325  0.3343
66 H -19.321 -1.694 12.613  0.2744
67 H -17.799 -1.885 13.637  0.2954
68 C -14.105 -1.218 16.709  -0.7374
69 O -14.310 0.147 16.768  -0.0503
70 C -13.150 0.918 16.652  -0.7691
71 C -13.368 2.356 16.249  -0.5309
72 N -14.543 3.080 16.975  0.8371
73 H -15.320 3.094 16.327  0.3409
74 H -14.868 2.503 17.746  -0.9339
75 C -14.485 4.479 17.541  -0.4340
76 C -13.483 4.615 18.691  0.5006
77 O -12.160 4.209 18.496  -0.5009
78 C -11.390 3.933 19.670  -0.8123
79 H -13.506 -1.550 15.861  0.4175
80 H -15.118 -1.619 16.648  -0.0205
81 H -13.810 -1.590 17.692  0.3201
82 H -12.341 0.641 15.974  0.5788
83 H -12.654 0.909 17.625  0.3603
84 H -13.525 2.437 15.174  0.4586
85 H -12.515 2.942 16.591  0.3737
86 H -15.484 4.900 17.652  -0.1173
87 H -14.160 5.099 16.703  0.6293
88 H -13.803 3.944 19.493  -0.5078
89 H -13.486 5.619 19.119  0.6174
90 H -11.530 4.505 20.587  0.2804
91 H -10.377 3.934 19.268  0.3584
92 H -11.459 2.899 20.016  0.3407
93 C -14.024 5.500 22.406  -0.5999
94 O -15.431 5.407 22.534  -0.2258
95 C -16.116 6.163 21.531  -0.4020
96 C -17.573 5.809 21.648  -0.6425
97 N -17.704 4.271 21.551  1.7576
98 H -17.363 3.837 20.699  -0.8562
99 H -17.068 3.847 22.219  0.0084
100 C -19.128 3.725 21.748  0.2645
101 C -19.729 4.368 23.018  -1.3313
102 O -18.806 4.284 24.116  -0.1140
103 C -19.463 4.588 25.364  -0.8842
104 H -13.679 5.430 21.374  0.1308
105 H -13.652 4.624 22.938  0.2060
106 H -13.715 6.452 22.839  0.3250
107 H -15.750 5.868 20.546  -0.0688
108 H -15.894 7.204 21.770  0.5017
109 H -18.232 6.199 20.873  0.4289
110 H -17.915 6.117 22.635  0.3403
111 H -18.914 2.661 21.851  -0.0691
112 H -19.677 3.825 20.811  0.3648
113 H -20.703 3.935 23.250  0.6057
114 H -19.848 5.450 22.932  0.4279
115 H -19.806 5.623 25.331  0.3482
116 H -18.736 4.627 26.174  0.2519
117 H -20.237 3.828 25.464  0.3493
118 C -12.852 -5.199 22.832  -0.8100
119 O -14.223 -4.807 22.757  -0.3183
120 C -15.053 -5.414 23.776  -0.5390
121 C -16.404 -4.759 23.740  -0.5693
122 N -16.903 -4.674 22.265  -0.2605
123 H -16.062 -4.606 21.701  0.4596
124 H -17.415 -5.523 22.064  0.3892
125 C -17.731 -3.430 21.979  -0.7125
126 C -18.185 -3.473 20.517  -0.5021
127 O -16.951 -3.279 19.835  -0.1929
128 C -17.008 -3.196 18.428  -0.6239
129 H -12.652 -6.254 22.639  0.3427
130 H -12.381 -4.970 23.788  0.3084
131 H -12.377 -4.608 22.051  0.2595
132 H -14.633 -5.240 24.766  0.4534
133 H -15.251 -6.468 23.574  0.3639
134 H -16.333 -3.696 23.970  0.3291
135 H -17.157 -5.304 24.307  0.3612
136 H -17.106 -2.570 22.214  0.3892
137 H -18.516 -3.630 22.709  0.4640
138 H -18.983 -2.748 20.352  0.3170
139 H -18.616 -4.428 20.211  0.4341
140 H -17.321 -2.174 18.210  0.1107
141 H -17.777 -3.876 18.058  0.4075
142 H -16.086 -3.472 17.919  0.2754

Energy above the lowest of the compared OMol25 structures with the same formula, charge and spin in kcal per mole: 44.5
Net charge: +2
2S+1: 1

***

# 2
DFT (ωB97M-V/def2-TZVPD) results for 9 unconnected molecules or ions with the total composition C35H84F3N8O9S.

Each line ends with the Mulliken charge.
Positions of all 140 atoms, in Å:
1 C 13.528 4.474 9.766  -1.0998
2 C 14.901 4.896 10.156  0.4359
3 O 15.132 5.709 10.968  -0.3667
4 N 15.984 4.441 9.157  -0.0755
5 H 15.623 3.588 8.729  0.3451
6 H 15.951 5.131 8.389  0.4119
7 C 17.357 4.340 9.722  -0.7266
8 H 12.790 5.118 10.244  0.2937
9 H 13.309 3.453 10.100  0.0758
10 H 13.261 4.567 8.708  0.6747
11 H 17.539 5.200 10.359  0.3472
12 H 18.083 4.195 8.928  0.4090
13 H 17.374 3.471 10.380  0.1988
14 C 19.397 -2.617 13.840  -1.0040
15 C 17.977 -2.577 13.360  0.4588
16 O 17.607 -2.948 12.310  -0.3198
17 N 16.943 -2.192 14.440  -0.0996
18 H 16.620 -3.020 14.968  0.4088
19 H 17.403 -1.690 15.203  0.4285
20 C 15.724 -1.425 13.946  -0.9512
21 H 19.546 -2.304 14.879  0.3439
22 H 20.065 -1.976 13.266  0.3469
23 H 19.697 -3.668 13.806  0.3448
24 H 15.119 -1.145 14.806  0.5172
25 H 15.161 -2.198 13.430  0.2794
26 H 15.987 -0.518 13.420  0.2059
27 C 13.001 -2.668 9.367  -0.9949
28 C 14.306 -2.224 9.949  0.5068
29 O 14.777 -2.644 10.931  -0.3166
30 N 15.082 -1.147 9.185  -0.1155
31 H 15.340 -1.567 8.273  0.4766
32 H 14.418 -0.463 8.800  0.2653
33 C 16.092 -0.427 10.005  -0.8126
34 H 12.278 -2.236 10.076  0.2248
35 H 12.863 -3.731 9.563  0.3564
36 H 12.813 -2.346 8.347  0.4014
37 H 15.737 0.012 10.940  0.1868
38 H 16.569 0.343 9.403  0.4302
39 H 16.851 -1.172 10.242  0.3817
40 C 9.594 3.699 7.777  -0.8205
41 C 9.596 2.261 7.389  0.5435
42 O 9.175 1.810 6.398  -0.3014
43 N 10.331 1.240 8.309  -0.0052
44 H 9.956 0.309 8.096  0.4130
45 H 11.307 1.229 8.015  0.3420
46 C 10.390 1.502 9.808  -0.6272
47 H 9.250 4.357 6.983  0.3591
48 H 10.614 4.018 8.022  0.0787
49 H 8.949 3.875 8.642  0.3791
50 H 9.648 2.235 10.097  0.2588
51 H 11.398 1.843 10.040  -0.0012
52 H 10.289 0.590 10.390  0.4250
53 C 21.311 1.378 14.741  -1.0884
54 C 20.459 2.549 15.081  0.5899
55 O 20.789 3.462 15.730  -0.3090
56 N 18.930 2.402 14.884  -0.0993
57 H 18.726 1.802 14.071  0.3362
58 H 18.610 1.671 15.536  0.3370
59 C 18.129 3.685 15.099  -0.8324
60 H 21.293 0.543 15.441  0.3449
61 H 22.341 1.700 14.581  0.3550
62 H 21.045 0.992 13.743  0.3421
63 H 18.870 4.417 14.788  0.4112
64 H 18.000 3.687 16.173  0.3323
65 H 17.239 3.686 14.480  0.2553
66 C 16.242 2.392 21.348  -0.9423
67 C 15.537 1.863 20.128  0.5279
68 O 14.798 0.962 20.025  -0.3446
69 N 15.957 2.552 18.745  -0.1852
70 H 16.088 3.551 18.920  0.4361
71 H 16.866 2.155 18.506  0.3283
72 C 15.006 2.223 17.595  -1.1200
73 H 16.537 1.428 21.792  0.3580
74 H 15.485 2.713 22.065  0.3626
75 H 17.133 2.963 21.121  0.3642
76 H 15.376 2.798 16.755  0.3081
77 H 14.051 2.602 17.955  0.3988
78 H 14.867 1.151 17.518  0.4880
79 C 6.171 -0.454 14.796  -1.4041
80 C 7.386 0.317 14.353  -0.2915
81 C 8.571 0.274 15.317  -0.5673
82 N 9.683 1.241 14.963  0.4283
83 C 9.280 2.655 15.136  -0.8785
84 C 10.386 0.945 13.634  -0.2493
85 C 11.235 -0.313 13.958  -0.1242
86 C 11.425 -0.305 15.496  -0.8464
87 C 10.826 1.008 15.944  -0.6484
88 H 5.980 -0.189 15.841  0.3598
89 H 6.204 -1.532 14.645  0.3593
90 H 5.217 -0.187 14.336  0.4013
91 H 7.174 1.347 14.029  0.3543
92 H 7.749 0.031 13.348  0.2487
93 H 8.951 -0.741 15.330  0.2972
94 H 8.221 0.620 16.291  0.4443
95 H 10.127 3.329 15.000  0.2625
96 H 8.938 2.796 16.159  0.3687
97 H 8.534 2.940 14.401  0.3512
98 H 10.975 1.808 13.340  -0.1141
99 H 9.559 0.773 12.949  0.2689
100 H 12.223 -0.326 13.513  -0.1248
101 H 10.671 -1.201 13.673  0.5564
102 H 12.468 -0.482 15.745  0.1555
103 H 10.879 -1.108 15.987  0.5444
104 H 11.490 1.869 15.926  0.2877
105 H 10.389 0.902 16.936  0.4890
106 C 13.045 9.053 10.849  -1.4248
107 C 13.019 9.028 12.374  -0.4912
108 C 11.608 8.812 12.887  -0.8410
109 N 11.502 8.350 14.334  0.5354
110 C 12.039 6.956 14.482  -1.4764
111 C 12.175 9.338 15.303  -0.5584
112 C 11.152 10.421 15.536  -0.6532
113 C 9.746 9.809 15.267  -0.6945
114 C 10.080 8.401 14.798  -0.6433
115 H 12.715 8.080 10.461  0.1823
116 H 14.011 9.291 10.413  0.3843
117 H 12.320 9.782 10.483  0.4210
118 H 13.245 10.046 12.711  0.4069
119 H 13.796 8.378 12.775  0.4989
120 H 11.078 8.023 12.343  0.3459
121 H 10.970 9.694 12.873  0.6482
122 H 11.299 6.280 14.053  0.5841
123 H 12.093 6.706 15.538  0.4835
124 H 12.961 6.904 13.917  0.1614
125 H 12.486 8.799 16.195  0.4379
126 H 13.075 9.687 14.803  0.3659
127 H 11.189 10.856 16.531  0.4105
128 H 11.222 11.262 14.847  0.3130
129 H 9.122 9.783 16.155  0.3346
130 H 9.218 10.328 14.472  0.4019
131 H 10.012 7.636 15.579  0.4402
132 H 9.340 8.009 14.093  0.3407
133 C 13.740 3.765 13.782  -0.3263
134 F 14.862 4.508 13.830  -0.1729
135 F 13.263 3.759 15.015  -0.1142
136 F 12.893 4.426 12.974  -0.0819
137 S 14.217 2.055 13.123  0.9572
138 O 14.318 1.289 14.374  -0.2082
139 O 13.144 1.585 12.251  -0.3986
140 O 15.511 2.306 12.507  -0.3692

Net charge: +7
2S+1: 1

***

no.,HOMO level (hartree)
1,-0.3312
2,-0.8713